This record from the Open Molecules 2025 dataset describes C21H42MoNO3P3 as an isolated structure in a non-equilibrium geometry. The level of theory is ωB97M-V/def2-TZVPD.

Atoms and positions in Å:
P -1.625 -2.886 1.050
C -2.816 -2.545 2.377
H -3.442 -3.420 2.631
H -3.499 -1.725 2.106
H -2.304 -2.234 3.301
C -2.543 -2.826 -0.518
H -1.864 -3.018 -1.361
H -3.002 -1.831 -0.662
H -3.335 -3.600 -0.496
C -1.032 -4.577 1.320
H -1.863 -5.306 1.342
H -0.476 -4.666 2.270
H -0.352 -4.875 0.507
P 4.152 -0.388 1.118
C 3.565 0.219 2.681
H 4.477 0.479 3.241
H 2.952 -0.550 3.171
H 2.887 1.066 2.511
C 5.188 -1.845 1.400
H 5.427 -2.271 0.414
H 4.584 -2.595 1.930
H 6.052 -1.458 1.954
C 5.297 0.849 0.457
H 6.153 0.799 1.144
H 4.779 1.818 0.421
H 5.531 0.566 -0.582
P -0.351 3.150 -1.629
C -0.795 4.361 -0.440
H -1.389 5.150 -0.953
H 0.089 4.856 0.020
H -1.416 3.959 0.384
C 0.690 3.707 -2.965
H 0.067 4.404 -3.542
H 0.997 2.837 -3.580
H 1.591 4.206 -2.561
C -1.730 2.238 -2.300
H -2.315 2.981 -2.860
H -2.291 1.783 -1.460
H -1.325 1.452 -2.969
Mo 2.001 -1.245 -2.021
C -0.389 -1.608 1.294
O 0.358 -0.751 1.362
C 0.682 1.713 -0.987
O 1.128 1.477 0.055
C 2.881 -0.873 -3.862
C 1.470 -0.960 -3.998
C 0.768 -2.074 -3.441
C 1.493 -3.101 -2.743
C 2.911 -2.993 -2.609
C 3.602 -1.883 -3.169
H 3.396 0.031 -4.190
H 0.915 -0.144 -4.445
H -0.315 -2.089 -3.454
H 0.955 -3.875 -2.226
H 3.446 -3.698 -1.972
H 4.665 -1.753 -2.977
C -4.731 2.208 2.830
N -3.992 1.536 1.772
C -4.723 1.154 0.581
C -2.640 1.417 1.752
C -1.884 1.919 2.950
O -2.086 0.892 0.763
H -5.797 2.047 2.647
H -4.532 3.293 2.844
H -4.465 1.798 3.814
H -4.458 0.139 0.265
H -5.787 1.196 0.821
H -4.520 1.840 -0.255
H -0.832 1.669 2.810
H -1.987 3.011 3.045
H -2.246 1.443 3.872

Force components x, y, z for each atom (eV/Å):
P -3.825 -2.875 0.714
C -0.034 0.948 0.685
H 0.509 -0.029 -0.445
H 0.312 -0.128 -0.163
H -0.062 -0.210 -0.200
C 0.755 1.125 -0.745
H -0.232 -0.087 0.185
H 0.168 -0.383 0.197
H 0.429 0.124 0.431
C 1.620 -0.035 -0.017
H -0.155 0.714 -0.066
H -0.247 0.102 -0.244
H -0.171 0.073 0.190
P -1.327 -0.775 -2.230
C -0.159 0.052 0.360
H -0.645 0.140 0.407
H 0.502 0.085 0.160
H 0.504 0.092 0.154
C -0.641 0.187 -0.155
H 0.354 0.227 0.455
H 0.533 0.202 0.161
H 0.101 -0.757 -0.039
C -0.589 -0.239 -0.071
H 0.087 0.580 -0.534
H 0.500 -0.137 0.249
H 0.345 0.097 0.527
P 0.332 -0.997 -0.593
C -0.258 1.182 1.018
H 0.305 -0.373 0.187
H -0.397 -0.328 -0.421
H 0.306 -0.033 -0.579
C 0.302 0.154 0.116
H 0.407 -0.020 -0.126
H -0.293 0.518 0.265
H -0.451 -0.050 -0.316
C 0.000 -0.075 0.191
H -0.163 -0.436 0.035
H 0.111 0.263 -0.484
H -0.333 0.503 0.238
Mo 0.310 3.920 5.891
C 2.206 3.130 -0.300
O -1.513 -2.510 0.039
C -0.187 -0.165 -0.453
O 0.289 0.102 0.726
C 0.513 0.301 -1.125
C -0.449 -0.214 -1.206
C -0.532 -0.616 -0.808
C -0.131 -0.502 -0.797
C 0.490 -1.328 -0.362
C 0.849 -0.529 -0.750
H -0.104 -0.260 0.074
H 0.059 -0.110 -0.017
H 0.058 -0.059 -0.153
H -0.071 -0.319 -0.028
H -0.115 0.141 -0.238
H -0.226 -0.036 -0.034
C -0.078 0.378 0.607
N 1.362 -0.084 -0.206
C -0.311 -0.029 -0.337
C -1.844 0.154 0.351
C 0.196 -0.120 -0.060
O 0.742 -0.512 -0.245
H 0.308 0.116 0.245
H -0.128 -0.354 -0.042
H -0.190 0.126 -0.276
H -0.081 0.162 0.033
H 0.171 -0.096 -0.256
H -0.097 -0.190 0.199
H -0.039 0.132 0.087
H -0.024 -0.343 0.138
H 0.061 0.311 -0.192

Its molecular weight is 545.433 g/mol. As for the HOMO-LUMO gap (alpha / beta): 3.44 / 3.52 eV. As for the total charge: +4. Its spin multiplicity is 3. Its expectation value of S² is 2.016.


This record from the Open Molecules 2025 dataset describes C27H21F2KN7S as an isolated structure. The level of theory is ωB97M-V/def2-TZVPD.

Atoms and positions in Å:
K 0.737 1.131 0.284
N 4.714 -0.278 -2.409
C 3.889 0.668 -1.829
S 4.259 1.178 -0.247
N 2.940 1.085 -2.660
N 1.927 1.769 -2.105
C 1.266 2.536 -2.892
C 0.064 3.240 -2.440
C -0.640 4.055 -3.331
C -1.792 4.688 -2.904
C -2.225 4.499 -1.600
C -1.464 3.678 -0.780
N -0.353 3.070 -1.176
H 5.634 -0.333 -2.007
H 4.659 -0.319 -3.415
H 1.578 2.670 -3.929
H -0.277 4.177 -4.343
H -2.352 5.320 -3.584
H -3.129 4.962 -1.230
H -1.763 3.485 0.246
F -1.714 -0.433 5.616
C -1.903 -0.228 4.277
C -0.996 0.522 3.562
C -1.136 0.769 2.182
C -2.294 0.199 1.599
C -3.185 -0.555 2.353
F -4.284 -1.124 1.763
C -3.021 -0.799 3.701
C -2.629 0.453 0.165
C -3.888 0.965 -0.175
C -4.193 1.214 -1.497
C -3.235 0.949 -2.468
C -2.015 0.456 -2.047
N -1.707 0.215 -0.774
H -0.144 0.920 4.111
H -3.718 -1.407 4.259
H -4.604 1.167 0.610
H -5.161 1.618 -1.770
H -3.424 1.133 -3.517
H -1.227 0.259 -2.769
N 1.137 -1.984 -1.146
C 1.406 -2.964 -0.240
C 1.216 -4.306 -0.495
C 1.498 -5.278 0.483
C 1.977 -4.933 1.715
C 2.179 -3.564 2.019
C 2.661 -3.112 3.268
C 2.818 -1.776 3.491
C 2.484 -0.873 2.462
N 2.036 -1.250 1.295
C 1.885 -2.576 1.056
H 0.927 -2.224 -2.096
H 1.529 -1.075 -0.974
H 0.846 -4.613 -1.466
H 1.335 -6.321 0.242
H 2.200 -5.683 2.464
H 2.897 -3.841 4.035
H 3.179 -1.401 4.439
H 2.595 0.196 2.617

Force components x, y, z for each atom (eV/Å):
K 0.675 -0.140 0.116
N 0.053 0.064 -0.007
C 0.043 0.077 -0.033
S -0.234 -0.008 0.039
N 0.074 -0.192 -0.219
N -0.043 0.248 -0.039
C 0.044 -0.095 -0.010
C -0.071 0.068 0.055
C 0.049 -0.035 -0.014
C -0.033 0.010 0.029
C 0.014 0.001 -0.063
C -0.013 0.013 0.013
N -0.077 0.267 -0.202
H -0.028 -0.022 0.016
H -0.020 -0.005 0.002
H -0.017 -0.042 -0.013
H -0.004 -0.005 -0.001
H 0.002 -0.001 -0.002
H 0.004 -0.003 0.018
H 0.005 -0.007 0.004
F 0.004 -0.004 -0.013
C -0.011 -0.013 -0.004
C 0.104 0.043 -0.070
C -0.507 -0.060 0.318
C -0.028 0.029 -0.010
C 0.033 0.009 0.004
F 0.002 0.004 0.009
C -0.009 -0.020 0.010
C -0.099 -0.008 0.026
C 0.012 -0.010 -0.056
C 0.017 -0.006 0.028
C -0.041 0.017 -0.009
C 0.068 0.026 0.000
N -0.076 -0.023 0.128
H -0.018 -0.010 0.037
H -0.001 0.004 0.006
H -0.005 -0.013 -0.001
H 0.000 0.000 -0.007
H 0.016 -0.004 -0.004
H 0.007 -0.007 0.004
N -0.108 0.004 0.051
C 0.004 -0.020 -0.019
C -0.015 0.009 -0.017
C 0.018 0.013 0.034
C 0.002 -0.021 -0.007
C -0.028 0.029 -0.018
C 0.005 0.011 -0.014
C -0.018 -0.037 0.033
C -0.012 -0.006 -0.047
N -0.028 -0.078 -0.015
C 0.018 -0.032 0.045
H 0.091 -0.013 -0.019
H 0.155 -0.016 -0.100
H 0.006 -0.002 0.000
H -0.004 0.000 -0.005
H -0.006 -0.002 0.000
H -0.001 0.007 0.009
H 0.003 0.008 -0.002
H 0.024 -0.001 0.006

Its molecular weight is 552.675 g/mol. As for the HOMO-LUMO gap: 6.61 eV. As for the total charge: -1. The relative energy (zero: lowest compared OMol25 entry of this formula, charge and spin) comes out at 0.0 kcal per mole.


This record from the Open Molecules 2025 dataset describes C39H36IN10O3PSY as an isolated structure in a non-equilibrium geometry. The level of theory is ωB97M-V/def2-TZVPD.

Atoms and positions in Å:
Y 0.497 0.024 -0.383
O 1.182 -3.857 1.658
C 1.187 -2.684 1.354
N 0.182 -2.005 0.699
C -1.076 -2.540 0.778
O -1.536 -3.222 1.671
C -1.997 -2.154 -0.357
C -3.047 -3.008 -0.672
C -3.985 -2.597 -1.601
C -3.861 -1.328 -2.151
C -2.771 -0.553 -1.797
N -1.833 -0.962 -0.940
C 2.432 -1.873 1.597
C 3.295 -2.281 2.604
C 4.466 -1.576 2.799
C 4.751 -0.514 1.953
C 3.835 -0.182 0.973
N 2.681 -0.830 0.799
H -3.117 -3.957 -0.157
H -4.816 -3.237 -1.868
H -4.598 -0.942 -2.841
H -2.638 0.441 -2.203
H 3.028 -3.142 3.199
H 5.154 -1.854 3.587
H 5.667 0.051 2.051
H 4.031 0.641 0.297
C 4.211 0.632 -3.247
C 2.932 0.200 -2.599
N 2.291 0.932 -1.749
N 2.760 2.189 -1.569
C 2.423 2.834 -0.477
N 2.759 4.142 -0.450
S 1.684 2.193 0.951
C 2.392 -1.135 -2.895
C 2.846 -1.865 -3.994
C 2.356 -3.139 -4.217
C 1.424 -3.662 -3.334
C 1.006 -2.868 -2.279
N 1.460 -1.635 -2.067
H 4.581 1.523 -2.750
H 4.068 0.872 -4.302
H 4.953 -0.165 -3.179
H 3.351 4.504 -1.180
H 2.734 4.618 0.433
H 3.575 -1.434 -4.665
H 2.706 -3.721 -5.059
H 1.041 -4.667 -3.444
H 0.283 -3.241 -1.563
N -1.875 2.089 1.585
P -1.514 0.431 1.818
C -3.055 -0.042 2.697
C -3.283 0.443 3.985
C -4.452 0.125 4.653
C -5.398 -0.693 4.049
C -5.178 -1.177 2.769
C -4.011 -0.851 2.094
C -0.373 0.420 3.250
C 0.249 1.556 3.756
C 1.124 1.447 4.828
C 1.375 0.210 5.401
C 0.738 -0.924 4.914
C -0.132 -0.823 3.841
C -1.587 2.829 0.465
C -1.958 4.183 0.432
C -1.644 4.941 -0.669
C -0.966 4.343 -1.729
C -0.650 3.011 -1.621
N -0.952 2.243 -0.559
H -2.365 2.581 2.316
H -2.533 1.056 4.473
H -4.619 0.502 5.654
H -6.304 -0.957 4.579
H -5.914 -1.815 2.298
H -3.847 -1.230 1.095
H 0.058 2.525 3.314
H 1.606 2.335 5.217
H 2.060 0.130 6.236
H 0.914 -1.889 5.372
H -0.651 -1.705 3.478
H -2.469 4.614 1.283
H -1.911 5.988 -0.703
H -0.679 4.908 -2.605
H -0.102 2.509 -2.409
N -0.624 -0.968 -4.778
C -0.526 0.218 -4.154
O -0.315 0.313 -2.952
C -0.733 1.434 -5.022
I 1.198 2.091 -5.683
H -0.440 -1.811 -4.257
H -0.721 -1.039 -5.775
H -1.159 2.248 -4.446
H -1.329 1.238 -5.907

Force components x, y, z for each atom (eV/Å):
Y -0.301 0.126 -0.660
O -0.052 0.068 0.131
C 0.077 -0.097 -0.129
N 0.000 -0.180 0.030
C 0.006 -0.116 0.014
O 0.019 -0.027 -0.092
C -0.301 -0.104 -0.039
C -0.009 0.006 -0.001
C 0.048 0.037 0.018
C -0.025 -0.040 0.037
C -0.027 0.163 -0.058
N 0.255 -0.395 0.022
C 0.228 -0.103 0.044
C 0.015 -0.023 -0.014
C -0.011 0.030 -0.030
C -0.015 -0.097 0.005
C 0.124 0.121 -0.192
N -0.479 -0.189 0.115
H -0.002 0.016 0.019
H 0.006 -0.001 -0.007
H 0.021 0.020 -0.006
H 0.008 -0.019 0.009
H -0.012 -0.001 -0.005
H -0.004 -0.002 -0.005
H -0.013 0.028 -0.028
H -0.045 0.019 0.038
C -0.055 0.041 -0.006
C 0.078 0.443 0.110
N 0.190 -0.297 0.183
N 0.318 0.612 -0.545
C -0.148 -0.399 0.199
N 0.081 0.095 0.032
S -0.060 0.095 0.074
C -0.086 -0.368 -0.057
C 0.051 0.112 0.045
C -0.069 -0.042 0.068
C 0.080 -0.007 -0.095
C -0.084 -0.062 0.100
N 0.106 0.148 0.097
H 0.024 -0.026 -0.021
H -0.030 -0.016 -0.040
H -0.007 -0.015 -0.027
H -0.008 -0.051 -0.023
H -0.028 0.032 0.000
H 0.020 -0.011 0.034
H 0.006 0.009 -0.004
H -0.031 0.018 0.012
H 0.027 0.026 0.014
N 0.126 -0.148 0.042
P -0.111 0.695 0.886
C 0.104 -0.175 -0.157
C 0.015 -0.013 -0.035
C -0.009 0.019 0.042
C 0.000 0.003 -0.011
C -0.054 -0.026 -0.015
C 0.034 0.095 -0.045
C -0.052 0.037 -0.011
C -0.057 -0.076 -0.042
C 0.032 0.031 0.040
C 0.038 0.031 0.040
C 0.011 -0.050 -0.031
C -0.043 -0.007 -0.051
C 0.041 0.048 -0.223
C -0.014 0.032 0.021
C 0.000 -0.085 0.046
C -0.003 0.049 -0.035
C 0.044 0.015 -0.094
N -0.105 -0.112 0.031
H -0.049 0.062 0.008
H -0.021 -0.029 0.036
H -0.006 -0.006 -0.006
H 0.001 0.010 -0.002
H 0.013 -0.004 -0.002
H -0.033 -0.013 0.004
H 0.021 0.012 -0.035
H 0.013 -0.011 -0.004
H -0.019 0.002 0.000
H -0.002 0.006 -0.007
H 0.067 -0.036 0.003
H -0.010 -0.004 -0.013
H -0.011 -0.001 0.009
H 0.024 -0.037 -0.011
H -0.005 0.038 0.036
N 0.031 -0.083 0.058
C -0.211 -0.022 -0.105
O 0.136 0.188 0.165
C 0.247 -0.009 0.010
I -0.110 -0.007 0.058
H 0.044 -0.009 0.028
H -0.010 0.057 -0.021
H -0.012 -0.019 0.040
H 0.018 -0.021 -0.015

Its molecular weight is 971.635 g/mol. As for the HOMO-LUMO gap: 7.34 eV. As for the total charge: +1. The relative energy (zero: lowest compared OMol25 entry of this formula, charge and spin) comes out at 16.3 kcal per mole.


This record from the Open Molecules 2025 dataset describes the molecule C9H9F in a non-equilibrium geometry. The level of theory is ωB97M-V/def2-TZVPD.

Atoms and positions in Å:
C 2.104 -1.912 -2.371
C 1.513 -1.017 -1.799
C -1.379 1.620 0.782
C -2.456 0.750 0.210
C -0.065 1.279 0.838
C -2.355 -0.557 0.271
C 0.768 0.255 0.160
C 0.679 -0.113 -1.137
C 1.696 -0.451 1.103
F -0.296 0.541 -1.943
H 2.744 -2.378 -3.060
H -1.843 2.576 1.260
H -3.187 1.332 -0.158
H 0.716 1.821 1.500
H -3.137 -1.086 -0.196
H -1.333 -0.859 0.647
H 2.244 0.389 1.548
H 2.284 -1.233 0.437
H 1.301 -0.957 1.907

Force components x, y, z for each atom (eV/Å):
C -0.663 1.777 0.457
C 0.341 -1.641 -1.024
C -0.100 0.408 0.619
C 3.754 0.359 1.608
C 1.000 1.568 0.676
C 1.694 0.682 0.230
C -1.942 -1.155 -0.126
C -1.529 2.207 0.540
C 2.418 0.247 -3.659
F 1.665 -1.131 0.985
H 0.368 -0.669 -0.173
H 1.487 -1.713 -0.556
H -3.114 1.285 -1.423
H -1.888 -0.135 -0.898
H -0.379 -1.425 -0.151
H -1.843 -0.709 -0.383
H 0.870 -0.602 -0.128
H -0.515 1.818 1.806
H -1.624 -1.173 1.601

Its molecular weight is 136.169 g/mol. As for the HOMO-LUMO gap: 8.51 eV. As for the total charge: 0. The structure (SMILES) is C#C/C(F)=C(C)/C=C\C=C. The relative energy (zero: lowest compared OMol25 entry of this formula, charge and spin) comes out at 39.5 kcal per mole.